1.
Density functional theory data (ωB97M-V with the def2-TZVPD basis set) for C25H29GeN5OOsS2 as an isolated structure in a non-equilibrium geometry.

Results
ΔE to the lowest compared entry with this formula, charge and spin ... 66.4 kcal per mole
⟨S²⟩ ... 0.8214
Largest force on an atom ... 0.04980 Eh/bohr
Orbital gap (alpha / beta) ... 5.40 / 5.73 eV

```
! RIJCOSX wB97M-V def2-TZVPD def2/J DEFGRID3
* xyz 3 2
Os 1.3931 -0.0566 -0.6986
O 0.9986 -1.2811 1.2585
N 1.8197 -2.3525 1.3801
C 2.0791 -2.8196 2.6117
C 2.9284 -3.8820 2.7934
C 3.5346 -4.4612 1.6763
C 3.2452 -3.9741 0.4198
C 2.3638 -2.9002 0.2626
S 1.9362 -2.2974 -1.3056
H 1.6078 -2.2868 3.4260
H 3.1223 -4.2556 3.7853
H 4.2318 -5.2759 1.7891
H 3.6963 -4.4034 -0.4620
S 2.8609 6.0001 -5.2370
N 1.5559 5.5515 -4.4191
C 1.8026 4.4453 -3.7283
C 0.8874 3.7189 -2.9049
C -0.4306 4.1203 -2.6629
C -1.2366 3.3214 -1.8744
C -0.7318 2.1180 -1.3973
N 0.5265 1.7281 -1.5999
C 1.3584 2.5266 -2.3078
C 2.7495 2.1391 -2.4146
N 3.1655 1.0875 -1.6775
C 4.4396 0.7249 -1.7234
C 5.3895 1.3735 -2.5124
C 4.9955 2.4491 -3.2797
C 3.6563 2.8592 -3.2247
C 3.1483 4.0033 -3.9130
N 3.8073 4.8084 -4.7374
H -0.7883 5.0408 -3.0987
H -2.2482 3.6078 -1.6369
H -1.3651 1.4453 -0.8260
H 4.7319 -0.1084 -1.0973
H 6.4149 1.0408 -2.5033
H 5.6909 2.9938 -3.9011
C -5.5495 -2.5769 0.1513
C -4.0577 -2.8281 0.2021
C -3.2400 -1.6772 -0.3818
C -1.7378 -1.8448 -0.1441
Ge -1.1153 -1.3986 1.7463
C -0.9449 0.5053 2.4111
C -2.2217 1.3131 2.6389
C -2.9682 0.8819 3.9002
C -3.3750 -0.5826 3.8701
H -6.0996 -3.4360 0.5259
H -5.8836 -2.3730 -0.8671
H -5.8287 -1.6986 0.7353
H -3.8280 -3.7514 -0.3404
H -3.7558 -3.0155 1.2439
H -3.5960 -0.7350 0.0492
H -3.4326 -1.6352 -1.4582
H -1.1439 -1.1912 -0.8124
H -1.4486 -2.8800 -0.3465
H -0.9169 -2.5761 2.7213
H -0.3067 0.9820 1.6505
H -0.3781 0.4693 3.3452
H -2.8942 1.2234 1.7793
H -1.9404 2.3661 2.7344
H -3.8587 1.5077 3.9987
H -2.3519 1.0851 4.7793
H -3.6577 -0.8928 2.8574
H -4.2297 -0.7575 4.5173
H -2.5760 -1.2324 4.2334
*
```

2.
Density functional theory data (ωB97M-V with the def2-TZVPD basis set) for a 4-piece molecular cluster, C72H77N2O8 overall in a non-equilibrium geometry.

Results
Largest force on an atom ... 0.03532 Eh/bohr
Orbital gap ... 7.15 eV

```
! RIJCOSX wB97M-V def2-TZVPD def2/J DEFGRID3
* xyz 1 1
C 3.6594 -1.0937 -1.3579
C 2.6618 -2.0389 -0.6141
C 1.9719 -1.3482 0.5695
C 2.9601 -0.7620 1.6173
C 3.2258 -1.8094 2.7182
C 4.6074 -1.7650 3.3708
C 5.3418 -2.9232 3.4279
N 6.5332 -2.9999 4.0106
C 7.3621 -4.2270 4.1568
C 6.9639 -5.4231 3.2888
C 7.6652 -5.3063 1.9209
C 7.1352 -6.2732 0.8346
O 6.7909 -5.4966 -0.3202
C 5.5258 -4.9613 -0.2066
C 4.3261 -5.8923 -0.2367
O 5.4074 -3.7560 -0.1216
C 7.0528 -1.8858 4.5299
C 6.4095 -0.6901 4.5218
N 7.0665 0.3864 5.1239
C 8.3434 0.7839 4.5050
C 9.4287 1.1314 5.5646
C 10.7199 0.3360 5.3076
C 11.3138 0.6620 3.9123
C 5.1213 -0.5974 3.9424
C 4.3946 0.7226 3.9845
C 5.1888 1.8726 3.2832
C 4.7923 2.1766 1.8187
C 5.8331 1.5907 0.8141
C 4.8564 3.7274 1.6442
C 6.2773 4.3285 1.8176
C 6.9520 4.6648 0.4964
C 8.2123 4.3695 0.1733
C 8.8946 5.1665 -0.9272
C 9.0578 3.2661 0.7677
H 3.5542 -1.3076 -2.4239
H 3.3668 -0.0436 -1.2426
H 4.6800 -1.2391 -1.0032
H 1.8646 -2.2561 -1.3365
H 3.1112 -2.9906 -0.3342
H 1.2304 -1.9909 1.0539
H 1.4429 -0.4809 0.1556
H 3.8841 -0.4164 1.1553
H 2.4464 0.1210 2.0023
H 2.4592 -1.7868 3.5001
H 3.1401 -2.7968 2.2464
H 4.9031 -3.8013 2.9747
H 8.3726 -3.9414 3.8497
H 7.4432 -4.4712 5.2185
H 7.3889 -6.3016 3.7846
H 5.8884 -5.6044 3.2288
H 8.7125 -5.5859 2.0898
H 7.7101 -4.2771 1.5532
H 7.9254 -6.9584 0.5292
H 6.3085 -6.8726 1.2266
H 3.4663 -5.3064 0.0851
H 4.1936 -6.3507 -1.2173
H 4.4142 -6.7134 0.4809
H 8.0347 -1.9474 4.9845
H 6.4523 1.1717 5.2748
H 8.2029 1.6919 3.9016
H 8.7353 0.0313 3.8197
H 9.6906 2.1904 5.4734
H 9.0522 0.9447 6.5723
H 10.5188 -0.7404 5.3802
H 11.4765 0.5862 6.0566
H 10.8422 -0.0160 3.1884
H 11.0499 1.6771 3.6069
H 12.3821 0.4567 3.8570
H 3.3642 0.6598 3.6521
H 4.3403 0.9986 5.0490
H 5.0255 2.7780 3.8786
H 6.2628 1.7045 3.2957
H 3.8105 1.8034 1.5264
H 5.6639 0.5283 0.6069
H 6.8252 1.6769 1.2565
H 5.7336 2.1459 -0.1197
H 4.3610 4.0489 0.7239
H 4.2548 4.1248 2.4739
H 6.9635 3.6505 2.3329
H 6.1919 5.2150 2.4526
H 6.3023 5.1601 -0.2258
H 9.2851 4.4611 -1.6748
H 9.7580 5.6718 -0.4864
H 8.2074 5.8545 -1.4161
H 8.8761 3.0656 1.8252
H 10.1204 3.4329 0.5742
H 8.8067 2.3463 0.2220
C 0.1132 -0.6842 -4.2017
C -0.7341 -0.8822 -5.2867
C -2.0101 -0.3452 -5.2766
C -2.4466 0.3828 -4.1769
C -1.6022 0.5626 -3.0800
C -0.3175 0.0373 -3.0990
C -2.0674 1.3006 -1.8720
O -1.3279 1.4582 -0.9202
C -3.4576 1.8274 -1.8562
C -3.9352 2.4668 -0.7189
C -5.2265 2.9693 -0.6981
C -6.0433 2.8443 -1.8175
C -5.5738 2.2051 -2.9517
C -4.2858 1.6868 -2.9727
C -3.8134 0.9707 -4.1845
O -4.5325 0.8610 -5.1578
H 1.1138 -1.0983 -4.2165
H -0.3971 -1.4556 -6.1404
H -2.6691 -0.4943 -6.1214
H 0.3521 0.1814 -2.2615
H -3.3001 2.5666 0.1508
H -5.5991 3.4611 0.1911
H -7.0507 3.2415 -1.8030
H -6.2115 2.1036 -3.8197
C -6.6074 -1.2081 -5.3821
C -7.8828 -1.4227 -5.8967
C -8.7481 -2.3031 -5.2677
C -8.3384 -2.9826 -4.1267
C -7.0496 -2.7852 -3.6239
C -6.1928 -1.8888 -4.2500
C -6.5744 -3.5378 -2.4315
O -5.4557 -3.3642 -1.9902
C -7.4996 -4.5158 -1.7950
C -7.0577 -5.2697 -0.7148
C -7.9120 -6.1731 -0.1053
C -9.2162 -6.3217 -0.5667
C -9.6603 -5.5768 -1.6461
C -8.8026 -4.6790 -2.2695
C -9.2845 -3.9102 -3.4507
O -10.4218 -4.0420 -3.8537
H -5.9351 -0.5136 -5.8673
H -8.2017 -0.8985 -6.7884
H -9.7415 -2.4657 -5.6640
H -5.1991 -1.7261 -3.8527
H -6.0449 -5.1519 -0.3538
H -7.5640 -6.7630 0.7329
H -9.8846 -7.0234 -0.0847
H -10.6726 -5.6951 -2.0083
C -13.0368 0.8990 -0.3944
C -12.0254 0.5992 -1.3017
C -11.3493 1.6191 -1.9497
C -11.6888 2.9439 -1.7024
C -12.7194 3.2435 -0.8092
C -13.3835 2.2173 -0.1490
C -13.1300 4.6542 -0.5670
O -14.0221 4.9162 0.2122
C -12.4251 5.7354 -1.3100
C -12.8297 7.0536 -1.1413
C -12.1748 8.0702 -1.8161
C -11.1058 7.7756 -2.6565
C -10.7014 6.4630 -2.8325
C -11.3641 5.4380 -2.1683
C -10.9412 4.0293 -2.3932
O -10.0099 3.7666 -3.1279
H -13.5584 0.1008 0.1176
H -11.7646 -0.4323 -1.5013
H -10.5596 1.3865 -2.6517
H -14.1733 2.4503 0.5523
H -13.6586 7.2834 -0.4856
H -12.4950 9.0960 -1.6871
H -10.5911 8.5724 -3.1777
H -9.8735 6.2330 -3.4895
*
```

3.
Density functional theory data (ωB97M-V with the def2-TZVPD basis set) for one molecule with the formula FNO4S in a non-equilibrium geometry.

Results
ΔE to the lowest compared entry with this formula, charge and spin ... 32.3 kcal per mole
Largest force on an atom ... 0.09135 Eh/bohr
Orbital gap ... 10.94 eV
Structure (SMILES) ... O=[N+]([O-])S(=O)(=O)F

```
! RIJCOSX wB97M-V def2-TZVPD def2/J DEFGRID3
* xyz 0 1
O 1.5841 -1.0072 -0.6919
N 1.0874 -0.1043 -0.1345
O 1.4364 0.8014 0.5808
S -0.7424 0.1969 0.0922
O -1.0055 -0.5491 1.3423
O -1.1386 1.5567 -0.1347
F -1.2216 -0.8944 -1.0542
*
```

no.,total energy (eV)
1,-116518.0925
2,-95268.7033
3,-23227.8255